A 11-piece molecular cluster, C66H109F5O18 overall. Source: the Open Molecules 2025 dataset; level of theory: ωB97M-V/def2-TZVPD.

Values from the calculation:
- Strongest force on any atom: 3.5 eV/Å
- Multiplicity: 1
- Charge: 0
- HOMO energy: -8.8373 eV

Positions of all 198 atoms, in Å:
1 C 27.0116 17.5547 11.9091
2 O 27.5680 16.2775 12.0042
3 C 27.0648 15.2949 11.0840
4 C 27.4898 13.7891 11.3998
5 O 28.7890 13.5193 10.9802
6 C 29.2068 12.1955 11.0483
7 C 28.4766 11.1108 10.1835
8 O 27.1714 10.9222 10.7644
9 C 26.3889 9.7907 10.3738
10 H 26.9368 17.8558 10.8642
11 H 27.5986 18.2964 12.4508
12 H 26.0026 17.5360 12.3211
13 H 27.3854 15.5895 10.0848
14 H 25.9839 15.4192 11.1505
15 H 26.8042 13.2241 10.7683
16 H 27.2585 13.5216 12.4309
17 H 29.2434 11.8552 12.0832
18 H 30.2609 12.2402 10.7748
19 H 29.0706 10.2133 10.3561
20 H 28.5822 11.3947 9.1364
21 H 26.8375 8.8974 10.8086
22 H 26.3749 9.5834 9.3037
23 H 25.3534 9.8148 10.7132
24 C 21.3560 15.4329 25.3617
25 O 20.7321 16.6444 25.5011
26 C 19.7126 16.6133 26.4549
27 C 18.8453 17.8830 26.4652
28 O 18.0583 18.1200 25.2762
29 C 18.8220 18.5229 24.1316
30 C 17.8106 18.9157 22.9905
31 O 17.2669 17.7817 22.2948
32 C 16.1418 17.1246 22.8811
33 H 22.0616 15.6462 24.5588
34 H 20.7569 14.5767 25.0516
35 H 21.7928 15.0376 26.2788
36 H 20.2302 16.5158 27.4092
37 H 19.1247 15.6999 26.3647
38 H 19.4742 18.7291 26.7423
39 H 18.1938 17.8099 27.3360
40 H 19.4884 17.7395 23.7707
41 H 19.4316 19.3770 24.4264
42 H 18.4511 19.3416 22.2182
43 H 17.0498 19.6933 23.0588
44 H 15.8444 16.2670 22.2776
45 H 15.4002 17.9194 22.9610
46 H 16.2015 16.6830 23.8758
47 C 21.0982 20.5983 15.7402
48 O 20.2594 21.6885 15.3876
49 C 20.6345 22.9590 15.8756
50 C 19.5639 24.0388 15.4501
51 O 18.2975 23.8760 16.1624
52 C 17.1539 23.3666 15.4482
53 C 16.0097 23.0310 16.4384
54 O 15.6325 24.1210 17.2986
55 C 14.5136 23.8736 18.1661
56 H 20.6823 19.6352 15.4441
57 H 21.2432 20.5514 16.8195
58 H 22.0517 20.6992 15.2219
59 H 21.5617 23.2346 15.3732
60 H 20.8367 22.9594 16.9467
61 H 19.3800 24.0084 14.3762
62 H 20.0018 25.0282 15.5817
63 H 17.3131 22.5000 14.8065
64 H 16.8251 24.1484 14.7635
65 H 16.2733 22.1804 17.0670
66 H 15.1155 22.6420 15.9514
67 H 14.7840 23.1391 18.9247
68 H 13.6278 23.4659 17.6790
69 H 14.2474 24.8312 18.6136
70 C 25.5781 19.5988 17.8660
71 O 24.6286 20.1097 18.7865
72 C 23.3913 19.4954 18.8070
73 C 22.4499 19.9559 19.9522
74 O 22.8596 19.3818 21.1538
75 C 22.1272 19.8377 22.2283
76 C 22.7422 19.3047 23.4846
77 O 22.0135 19.6744 24.6423
78 C 22.5234 19.0395 25.8322
79 H 25.5632 20.0913 16.8937
80 H 25.6654 18.5126 17.8396
81 H 26.5312 19.9707 18.2420
82 H 23.4936 18.4102 18.7940
83 H 22.9537 19.7626 17.8451
84 H 21.4056 19.7232 19.7440
85 H 22.6087 21.0158 20.1511
86 H 21.1213 19.4422 22.0870
87 H 22.0762 20.9171 22.3711
88 H 23.7826 19.6183 23.5706
89 H 22.7345 18.2160 23.5385
90 H 22.7844 17.9817 25.7994
91 H 21.7298 19.1578 26.5700
92 H 23.4815 19.4833 26.1027
93 C 10.7110 20.3177 13.0080
94 O 12.0795 19.9428 12.7607
95 C 12.8408 19.7584 13.9356
96 C 14.1465 18.8779 13.6695
97 O 15.1060 19.6384 13.0231
98 C 16.3990 19.0316 12.9133
99 C 16.4360 18.1790 11.6624
100 O 15.7043 16.9794 11.9228
101 C 15.8530 15.9978 10.9020
102 H 10.2935 20.9509 12.2251
103 H 10.6314 20.8530 13.9542
104 H 10.0870 19.4251 13.0522
105 H 12.2210 19.2918 14.7012
106 H 13.0797 20.7566 14.3026
107 H 13.6835 18.0932 13.0712
108 H 14.4486 18.5129 14.6511
109 H 16.5747 18.3473 13.7434
110 H 17.1629 19.8082 12.9499
111 H 17.5052 18.1234 11.4577
112 H 15.8920 18.6348 10.8351
113 H 15.4350 16.3193 9.9480
114 H 15.2251 15.1264 11.0876
115 H 16.8697 15.6390 10.7423
116 C 17.9524 19.1880 16.9341
117 O 17.6816 18.4464 18.1126
118 C 18.6723 18.5712 19.1425
119 C 19.7800 17.5145 18.9471
120 O 20.6111 17.8877 17.8287
121 C 21.4096 16.7907 17.2481
122 C 21.9611 17.0412 15.8565
123 O 23.0780 17.9125 15.9738
124 C 23.7615 18.0799 14.7841
125 H 18.5703 18.4930 16.3656
126 H 18.4360 20.1586 17.0446
127 H 16.9777 19.3383 16.4697
128 H 18.1564 18.5253 20.1016
129 H 19.1206 19.5642 19.1096
130 H 19.3453 16.5155 18.9126
131 H 20.3984 17.4475 19.8422
132 H 20.7482 15.9283 17.1644
133 H 22.2742 16.7172 17.9077
134 H 21.1498 17.4363 15.2451
135 H 22.2034 16.1614 15.2603
136 H 24.4923 18.8820 14.8868
137 H 23.1294 18.2706 13.9168
138 H 24.3705 17.2060 14.5528
139 F 14.4804 23.1803 23.2417
140 C 14.9031 22.2977 22.3218
141 C 16.1480 22.5892 21.7684
142 C 16.6304 21.8867 20.6912
143 C 15.8684 20.7668 20.3172
144 C 14.6271 20.4318 20.9411
145 C 14.1069 21.2318 21.9453
146 H 16.7018 23.4715 22.0535
147 H 17.4673 22.1991 20.0843
148 H 16.2455 20.1248 19.5349
149 H 14.0948 19.5589 20.5929
150 H 13.1415 21.0960 22.4099
151 F 24.4351 14.6539 19.6583
152 C 23.3001 14.5565 20.3276
153 C 22.6186 13.3931 20.3617
154 C 21.4153 13.2867 21.1160
155 C 20.9469 14.3951 21.8496
156 C 21.6618 15.5873 21.7554
157 C 22.8064 15.6271 21.0201
158 H 22.9060 12.5439 19.7595
159 H 20.8884 12.3440 21.1031
160 H 20.0641 14.3188 22.4670
161 H 21.4358 16.4678 22.3385
162 H 23.4028 16.5273 21.0367
163 F 19.9688 21.5164 20.6863
164 C 19.8947 22.8836 20.5746
165 C 19.4032 23.3928 19.3794
166 C 19.3720 24.7746 19.1605
167 C 19.7741 25.6242 20.2574
168 C 20.2774 25.0976 21.4341
169 C 20.3118 23.7176 21.5874
170 H 19.0196 22.7255 18.6218
171 H 19.0029 25.2282 18.2526
172 H 19.6343 26.6923 20.1792
173 H 20.5300 25.8137 22.2021
174 H 20.7034 23.3037 22.5049
175 F 18.3324 13.7989 17.9744
176 C 18.7685 13.3645 16.7799
177 C 20.1544 13.2151 16.4866
178 C 20.5358 12.8546 15.2297
179 C 19.5981 12.6212 14.2389
180 C 18.2770 12.6637 14.5866
181 C 17.8444 13.0358 15.8224
182 H 20.8050 13.5498 17.2810
183 H 21.6021 12.8000 15.0676
184 H 19.8673 12.3382 13.2320
185 H 17.5298 12.4776 13.8293
186 H 16.8216 13.1217 16.1585
187 F 21.4144 18.4221 11.9242
188 C 20.7020 17.2653 11.8746
189 C 19.7911 16.9516 12.8906
190 C 19.1676 15.7391 12.8757
191 C 19.2298 14.9436 11.7466
192 C 19.9057 15.3628 10.6156
193 C 20.6191 16.5460 10.6722
194 H 19.6836 17.6564 13.7019
195 H 18.5420 15.4355 13.7021
196 H 18.6297 14.0463 11.7802
197 H 19.8280 14.7681 9.7174
198 H 21.3053 16.9254 9.9295

Forces on the atoms, in the same order (eV/Å):
-0.54 -0.33 -0.50
1.25 -1.06 0.49
0.57 0.06 1.11
-1.64 1.90 -1.03
0.24 0.74 -0.24
0.23 -0.93 -0.01
0.39 0.60 1.86
-0.46 0.31 -0.87
1.14 -0.63 -0.15
0.02 0.26 -0.21
0.18 -0.32 0.04
-0.32 0.20 0.09
0.08 -0.28 -0.27
-0.36 -0.65 -0.25
-0.23 -0.14 0.09
0.36 0.07 0.27
-0.45 -0.16 0.31
0.01 -0.20 -0.44
0.08 -0.31 -0.19
-0.88 -0.07 -0.25
0.05 -0.23 0.21
0.05 0.47 -0.28
0.21 0.70 0.22
1.02 -0.82 -0.75
-1.15 0.78 -0.39
-0.27 0.34 0.54
0.16 -0.45 -0.49
0.80 -0.59 1.13
-1.98 0.85 -0.11
1.39 -1.06 -0.91
0.39 -0.84 0.69
-0.21 0.82 0.12
0.54 -0.67 0.31
-0.80 0.21 -0.42
0.62 0.45 0.33
-0.22 0.19 0.67
-0.39 -0.04 -0.34
0.26 0.36 -0.58
-0.51 -0.24 -0.31
-0.18 -0.10 -0.08
0.13 0.22 -0.23
0.35 0.13 -0.11
-0.22 -0.07 1.20
-0.04 0.50 -0.60
-0.76 -0.37 -0.14
0.98 0.34 0.34
0.24 0.56 0.07
-1.01 -0.45 0.01
-0.60 0.55 -1.14
-0.44 -1.59 0.38
0.80 -0.36 -0.21
-0.57 1.02 0.55
0.00 0.08 0.95
-0.14 -0.04 -0.62
0.80 -0.21 -0.35
-0.44 0.33 -0.14
0.14 0.03 0.12
0.35 0.01 0.14
0.36 0.31 -0.02
-0.29 -0.01 0.22
0.02 -0.48 -0.15
-0.26 0.13 0.71
0.52 -0.36 0.33
-0.23 0.24 -0.03
0.62 -0.15 0.27
-0.07 0.29 -0.79
0.11 0.06 0.30
-0.03 0.07 -0.56
0.14 -0.13 0.05
0.82 0.96 0.89
1.28 0.39 0.83
-1.52 0.01 -0.72
1.75 0.40 -0.71
1.21 -0.96 0.19
-0.81 -0.42 0.89
0.18 -1.14 1.16
0.11 -0.28 0.45
0.00 0.69 -0.43
-0.82 -0.39 -0.43
-0.48 -0.07 -0.21
0.18 -0.19 0.27
-0.05 -0.28 0.28
-0.77 -0.25 -0.02
-0.02 0.00 -0.26
-0.45 0.53 -0.82
-0.56 0.23 0.42
0.02 0.40 -0.59
0.23 0.22 -0.11
0.24 -0.38 -0.71
-0.55 -0.26 -0.81
0.41 0.17 0.18
-0.11 0.61 0.37
0.68 -0.39 0.23
-0.71 0.03 -0.65
0.92 0.10 -0.09
-3.27 1.21 0.46
0.88 0.45 0.25
-1.46 -0.37 -0.29
-0.41 0.38 0.24
1.08 -0.85 -0.16
-0.66 -0.07 -0.31
0.51 0.02 -0.18
-0.05 0.10 0.09
-0.04 -0.16 0.16
0.07 -0.45 0.15
0.46 0.13 0.28
0.73 -0.52 -0.20
0.37 -0.19 0.01
0.04 -0.01 0.34
-0.14 0.10 -0.31
0.17 -1.05 -0.54
0.41 0.59 -0.14
0.25 0.62 -0.27
0.04 0.04 0.79
0.18 0.31 0.19
-0.33 -1.22 -0.14
0.01 0.87 1.18
0.35 -0.39 -0.99
0.22 0.52 0.53
-0.13 -0.75 -1.00
-0.51 0.71 0.62
-0.44 1.09 0.27
-0.99 -0.11 0.38
1.03 -0.04 -0.77
0.17 0.60 -0.79
0.18 0.00 0.40
0.08 0.03 -0.28
0.10 -0.61 0.03
0.16 0.21 -0.16
-0.20 -0.14 -0.78
0.27 0.33 0.32
0.25 -0.33 0.44
-0.06 -0.86 0.17
-0.05 0.79 -0.08
0.42 -0.69 0.63
-0.25 0.25 0.13
-0.28 0.19 0.01
-0.01 -0.45 -0.10
-0.43 -0.05 0.45
0.85 0.37 -0.15
0.01 0.86 -0.22
-1.55 -1.58 -0.25
-0.65 -0.33 0.32
1.51 0.31 -0.77
0.50 0.47 0.01
-0.24 0.18 0.45
0.08 -0.10 0.43
-0.13 -0.13 -0.21
-0.04 -0.04 0.00
-0.02 -0.15 -0.02
0.85 0.17 -0.57
-0.71 0.13 0.54
-2.01 -1.75 0.14
0.76 1.17 -0.05
0.31 -0.79 -0.69
-0.35 -0.56 0.65
1.35 1.54 -0.11
0.31 -0.07 0.04
-0.08 0.01 0.10
-0.10 0.00 -0.04
-0.43 0.05 0.00
0.02 0.28 -0.13
-0.19 0.95 0.29
-0.01 0.13 -0.55
0.04 0.65 -0.52
0.50 0.49 2.44
-0.46 -0.89 -1.54
-0.90 0.18 -0.89
0.63 -0.49 0.75
0.14 -0.13 -0.18
-0.14 -0.30 -0.08
0.18 0.10 -0.19
0.23 -0.37 0.32
-0.02 -0.22 0.07
0.41 -0.07 -0.04
1.53 -0.56 -0.84
-2.19 1.26 1.92
0.91 0.05 -0.29
0.42 -0.58 0.04
-0.94 -0.03 -1.44
-0.48 0.55 1.80
0.52 -0.33 -0.08
0.07 -0.08 -0.39
0.21 0.06 0.02
-0.10 -0.18 -0.12
-0.31 -0.11 -0.52
-0.24 -0.67 0.03
-2.08 -0.22 -0.79
1.81 1.22 0.32
-0.65 -0.30 -0.14
-0.46 -0.21 0.20
-0.24 -0.12 0.16
1.76 0.82 1.00
-0.04 -0.05 0.22
-0.03 0.02 0.10
0.16 -0.24 -0.34
0.24 0.10 -0.15
-0.27 -0.26 -0.63